(1)
17
Properties=species:S:1:pos:R:3:forces:R:3:nbo_charge:R:1 method="wB97M-V/def2-TZVPD" lumo_ha=0.126 homo_lumo_gap_ev=8.29 charge=-1 multiplicity=1
H -1.231 1.436 0.569 -0.477 -0.444 0.713 0.21
N 2.585 -1.239 0.090 -3.666 0.047 1.915 -0.49
H -1.628 2.800 -0.837 1.036 2.044 0.585 0.24
H 3.485 -1.498 0.013 3.857 -0.542 -1.049 0.34
H 3.237 -1.130 2.124 -1.825 -0.393 -0.393 0.15
C 2.274 -1.015 1.499 1.006 0.458 0.888 0.05
H 1.354 -1.513 1.764 0.285 -1.244 0.678 0.17
C -2.486 2.273 -1.088 0.279 -2.707 0.162 -0.72
C 1.081 2.186 0.037 0.258 -1.141 -0.371 0.74
C 1.733 0.750 0.304 0.885 0.725 -0.486 0.38
H -2.078 1.732 -1.983 -1.551 0.384 0.360 0.21
N 2.239 -0.060 -0.538 -0.603 1.459 -1.571 -0.33
H -3.433 2.771 -1.020 -0.110 0.515 -1.014 0.21
O 1.849 0.338 1.612 0.074 0.478 -0.422 -0.50
O 0.236 2.431 0.905 -0.592 0.391 0.788 -0.75
S -2.556 1.111 0.374 0.646 0.184 -0.641 -0.21
O 1.387 2.813 -0.972 0.498 -0.214 -0.140 -0.70

(2)
18
Properties=species:S:1:pos:R:3:forces:R:3:nbo_charge:R:1 method="wB97M-V/def2-TZVPD" lumo_ha=0.110 smiles="NC(N)(S)[C@H](C(=O)[O-])C(=O)O" homo_lumo_gap_ev=8.04 charge=-1 multiplicity=1
H -0.682 -1.102 2.070 0.174 0.051 -0.032 0.37
C 1.529 -0.523 -1.300 0.595 -0.365 -0.208 0.78
H -0.817 -1.521 0.443 -0.068 0.139 0.087 0.43
S 1.430 1.005 1.688 -0.052 -0.126 -0.348 -0.13
H -0.957 2.073 0.643 -0.062 -0.086 0.017 0.37
C -0.048 0.277 0.746 2.419 1.302 -1.314 0.27
C 0.430 0.352 -0.849 -2.722 -0.643 1.686 -0.50
N -1.147 1.157 1.041 -0.448 -0.011 -0.045 -0.88
H -1.984 0.805 0.580 0.067 0.015 -0.084 0.38
C -0.984 -0.163 -1.543 1.247 0.726 0.245 0.80
O 2.200 -0.271 -2.277 -0.039 -0.012 0.222 -0.62
N -0.231 -1.063 1.162 -0.520 -0.713 -0.008 -0.93
H 0.703 1.594 2.633 -0.181 0.055 0.234 0.12
O -1.579 0.690 -2.180 -0.429 0.744 -0.543 -0.72
H 0.582 1.388 -1.143 0.092 -0.153 0.131 0.24
H 1.130 -1.716 0.148 -0.080 0.098 0.113 0.51
O -1.310 -1.316 -1.242 -0.282 -1.057 0.048 -0.78
O 1.734 -1.665 -0.621 0.289 0.036 -0.200 -0.71